(1)
The following is a DFT calculation (ωB97M-V/def2-TZVPD) of a molecular structure, C35H28F2N4O7Y.

XYZ file:
```
77
Properties=species:S:1:pos:R:3:lowdin_charge:R:1
Y 0.5973 -1.3944 0.9565 1.4848
O 1.0136 -1.2226 5.1097 0.0676
C 1.0571 -1.0675 3.9108 -0.5551
O 0.1048 -1.3395 3.0564 -0.1771
C 2.3585 -0.4919 3.2214 -0.5804
O 3.3694 -0.2956 3.8621 0.0644
O 2.2164 -0.2963 1.9407 -0.2206
C -3.1673 3.7414 0.2099 -0.0571
O -1.9613 3.4348 -0.4668 -0.0837
C -1.7401 3.9629 -1.6936 -0.2187
C -2.5543 4.9275 -2.2791 -0.0157
C -2.2204 5.4903 -3.5039 -0.0944
C -1.0720 5.0883 -4.1614 -0.1027
C -0.2844 4.0931 -3.6038 -0.0216
C -0.6001 3.5069 -2.3849 -0.1606
N 0.2757 2.5265 -1.8812 0.1527
C -0.0189 1.3381 -1.2472 -0.3483
N -1.2664 0.8788 -1.5033 0.1533
C -2.1029 0.0476 -0.7101 -0.2040
C -1.6250 -0.8020 0.2782 -0.1613
C -2.6144 -1.5634 0.9257 -0.1553
C -3.9693 -1.4852 0.6343 -0.0957
C -4.4010 -0.6126 -0.3606 -0.0375
C -3.4630 0.1440 -1.0323 -0.2559
O -3.8600 1.0450 -2.0302 -0.1510
C -4.1261 0.4100 -3.2718 -0.0809
N 0.8959 0.6665 -0.6010 0.0794
C 2.1890 1.2482 -0.4899 -0.2535
C 3.2460 0.5239 -1.0397 -0.0377
C 4.5549 0.9657 -0.9756 -0.0942
C 4.8340 2.1720 -0.3497 -0.0913
C 3.8023 2.9033 0.2120 -0.0017
C 2.4874 2.4518 0.1673 -0.2586
O 1.5366 3.2717 0.7095 -0.0947
C 0.7149 2.7221 1.7501 -0.0297
H -3.1352 3.1724 1.1351 0.1001
H -4.0282 3.4220 -0.3806 0.0957
H -3.2333 4.8091 0.4336 0.0928
H -3.4410 5.2591 -1.7626 0.1017
H -2.8628 6.2470 -3.9332 0.0992
H -0.7968 5.5237 -5.1119 0.0968
H 0.5961 3.7383 -4.1245 0.1154
H 1.2613 2.7356 -1.9510 0.1430
H -1.8089 1.4825 -2.1053 0.1188
H -2.3147 -2.2628 1.7033 0.0891
H -4.6853 -2.0950 1.1698 0.0933
H -5.4485 -0.5103 -0.6171 0.1098
H -4.4095 1.1895 -3.9774 0.0862
H -4.9423 -0.3104 -3.1737 0.0856
H -3.2361 -0.1128 -3.6366 0.0944
H 3.0069 -0.4137 -1.5295 0.1129
H 5.3476 0.3714 -1.4088 0.0964
H 5.8505 2.5354 -0.2829 0.0961
H 3.9894 3.8344 0.7284 0.1169
H 0.7046 3.4466 2.5646 0.0922
H 1.1336 1.7840 2.1123 0.0793
H -0.2961 2.5684 1.3773 0.0741
F -2.6787 -5.7206 -0.8406 0.0310
C -1.5773 -5.3475 -0.1310 -0.2792
C -1.0066 -4.1104 -0.3462 -0.0919
C 0.1409 -3.7136 0.3482 -0.1540
C 0.7037 -4.6354 1.2621 -0.1512
C 0.0414 -5.8382 1.4971 -0.2167
F 0.4827 -6.7220 2.4408 0.0271
C -1.0904 -6.2299 0.8113 0.0435
C 2.0411 -4.3149 1.8462 -0.1972
C 2.8170 -5.1964 2.6032 -0.0041
C 4.0986 -4.8294 2.9709 -0.0636
C 4.5961 -3.5946 2.5971 -0.0519
C 3.7552 -2.7549 1.8896 -0.1227
N 2.5230 -3.1012 1.5257 0.0513
H -1.5050 -3.4405 -1.0385 0.0952
H -1.5639 -7.1789 1.0124 0.1216
H 2.4252 -6.1546 2.8946 0.0979
H 4.7015 -5.5119 3.5577 0.1031
H 5.5855 -3.2633 2.8759 0.1031
H 4.0519 -1.7455 1.6360 0.1057
```

Properties
Net charge: -1
HOMO-LUMO gap in eV: 7.8
Relative energy (zero: lowest compared OMol25 entry of this formula, charge and spin) in kJ/mol: 71.12

=====

(2)
The following is a DFT calculation (ωB97M-V/def2-TZVPD) of a molecular structure, C35H28F6N7PbSSb.

XYZ file:
```
79
Properties=species:S:1:pos:R:3:lowdin_charge:R:1
Pb -0.9066 0.1651 -2.2746 1.6126
C -3.1037 3.4560 -0.0412 -0.0281
C -2.8142 2.3924 -0.8949 -0.0521
N -1.6278 1.7999 -0.8245 0.0127
C -0.7054 2.2430 0.0402 -0.1719
C -1.0190 3.3192 0.8601 -0.0106
N -2.2102 3.9020 0.8243 0.1583
C 0.6265 1.5860 0.0183 -0.1875
C 1.6217 1.8501 0.9343 0.0671
C 2.8601 1.2055 0.8195 -0.0905
C 3.0616 0.3772 -0.2880 0.0954
C 2.0400 0.1725 -1.1952 -0.1515
N 0.8362 0.7228 -0.9845 0.0320
C 2.2112 -0.5634 -2.4724 -0.1697
C 3.4524 -0.9293 -2.9772 -0.0076
N 3.5756 -1.5218 -4.1586 0.1517
C 2.4806 -1.7481 -4.8616 -0.0309
C 1.2240 -1.3825 -4.3771 -0.0405
N 1.1096 -0.8019 -3.1919 0.0255
C 3.9125 1.4031 1.8290 -0.1851
C 4.7704 0.3568 2.1637 -0.0022
C 5.7286 0.5736 3.1444 -0.0967
N 5.8737 1.7382 3.7621 0.1046
C 5.0727 2.7426 3.4316 -0.0922
C 4.0680 2.6248 2.4804 0.0046
H -4.0678 3.9473 -0.0771 0.1416
H -3.5193 2.0430 -1.6363 0.1304
H -0.2964 3.7355 1.5500 0.1353
H 1.4468 2.5260 1.7576 0.1227
H 4.0290 -0.0745 -0.4480 0.1306
H 4.3706 -0.7299 -2.4407 0.1345
H 2.5874 -2.2216 -5.8295 0.1386
H 0.3220 -1.5588 -4.9495 0.1195
H 4.6877 -0.6201 1.7041 0.1162
H 6.4025 -0.2214 3.4403 0.1245
H 5.2384 3.6834 3.9427 0.1260
H 3.4655 3.4891 2.2318 0.1196
C 0.4233 0.3085 3.8641 -0.0487
C -0.4632 -0.8412 4.3330 -0.5400
C -1.5224 -0.2932 5.3220 0.0013
C 0.4093 -1.8949 5.0564 -0.0004
C -1.1856 -1.5206 3.2058 -0.0602
C -2.0485 -2.6337 3.5245 0.0573
C -2.7429 -3.3079 2.5725 -0.0036
C -2.5944 -2.8817 1.2365 -0.3884
S -3.3337 -3.5325 -0.1386 1.2853
C -2.5127 -2.3296 -1.1290 -0.4511
N -1.7432 -1.5003 -0.4769 0.0397
C -1.7521 -1.7724 0.8841 -0.2245
C -1.0534 -1.1122 1.8663 0.0915
C -2.7416 -2.2784 -2.5616 -0.2406
C -3.5546 -3.2155 -3.2073 0.0027
C -3.7901 -3.1128 -4.5699 0.0051
C -3.2311 -2.0735 -5.2996 0.0222
C -2.4181 -1.1220 -4.6743 -0.0727
C -2.1821 -1.2529 -3.3288 -0.1982
H 0.9076 0.7589 4.7297 0.1087
H -0.1628 1.0920 3.3752 0.0848
H 1.2134 -0.0340 3.1906 0.0859
H -0.9955 0.1825 6.1494 0.1098
H -2.1496 -1.0761 5.7449 0.0923
H -2.1610 0.4530 4.8481 0.1013
H 0.9481 -1.3920 5.8596 0.1091
H 1.1405 -2.3393 4.3802 0.1013
H -0.1800 -2.6894 5.5114 0.0925
H -2.1425 -2.9357 4.5576 0.1367
H -3.3913 -4.1366 2.8233 0.1425
H -0.4026 -0.2878 1.6138 0.0997
H -4.0113 -4.0254 -2.6512 0.1106
H -4.4219 -3.8403 -5.0609 0.1379
H -3.4291 -1.9817 -6.3594 0.1406
H -2.0092 -0.3000 -5.2489 0.0957
F 0.1385 1.9157 -3.2812 -0.3857
Sb -1.0816 2.9008 -4.5532 1.4774
F -2.2867 1.6140 -3.6306 -0.4111
F -1.4338 3.9988 -3.0785 -0.3079
F -2.4800 3.5092 -5.5897 -0.2791
F 0.3469 3.8886 -5.1667 -0.2774
F -0.7240 1.4096 -5.6543 -0.3291
```

Properties
Net charge: +3
2S+1: 2
HOMO-LUMO gap (alpha / beta) in eV: 6.7 / 3.9
⟨S²⟩: 0.7712
Relative energy (zero: lowest compared OMol25 entry of this formula, charge and spin) in kJ/mol: 71.72

=====

(3)
The following is a DFT calculation (ωB97M-V/def2-TZVPD) of a molecular structure, C35H28N8O4PdS.

XYZ file:
```
77
Properties=species:S:1:pos:R:3:lowdin_charge:R:1
Pd -1.0231 0.2873 0.1018 1.2690
C -1.1955 1.7757 -3.3597 -0.0069
C -1.5692 2.6968 -2.2405 -0.2665
C -1.6340 4.0665 -2.4922 0.0100
C -2.0552 4.9325 -1.5087 -0.0020
C -2.4717 4.4076 -0.2973 0.0027
C -2.3891 3.0447 -0.1019 -0.2183
N -1.8913 2.2055 -1.0345 0.1147
C -2.9066 2.4172 1.1359 -0.1848
C -3.6790 3.0853 2.0779 0.0366
C -4.1476 2.3861 3.1748 0.0027
C -3.8626 1.0366 3.3101 0.0268
C -3.0956 0.4270 2.3317 -0.1817
N -2.6402 1.1221 1.2907 0.0612
C -2.7133 -1.0021 2.3379 -0.1737
C -3.2454 -1.9021 3.2410 0.0184
C -2.8426 -3.2261 3.1824 -0.0056
C -1.9215 -3.6004 2.2282 0.0064
C -1.4150 -2.6578 1.3366 -0.2745
C -0.4222 -3.0881 0.3008 -0.0203
N -1.8232 -1.3847 1.4017 0.0930
H -1.3784 2.2732 -4.3101 0.0974
H -0.1414 1.5071 -3.3352 0.0572
H -1.8024 0.8730 -3.3306 0.0717
H -1.3546 4.4297 -3.4712 0.1277
H -2.0870 5.9989 -1.6855 0.1284
H -2.8290 5.0580 0.4851 0.1195
H -3.9194 4.1297 1.9574 0.1211
H -4.7423 2.8908 3.9240 0.1294
H -4.2254 0.4860 4.1642 0.1187
H -3.9688 -1.5814 3.9744 0.1182
H -3.2445 -3.9519 3.8761 0.1284
H -1.5786 -4.6232 2.1579 0.1276
H 0.1572 -3.9268 0.6837 0.0946
H -0.9400 -3.4299 -0.5981 0.0913
H 0.2533 -2.2796 0.0407 0.0307
N 5.2178 -4.6914 -1.8942 0.2522
C 4.4221 -3.6336 -1.9007 -0.2354
C 4.0293 -3.0475 -3.1455 0.0473
C 3.2384 -1.9382 -3.1446 -0.0068
C 2.8276 -1.3850 -1.9190 -0.1802
C 3.1759 -1.9670 -0.6818 -0.0109
C 3.9621 -3.0771 -0.6630 0.0408
S 1.8972 0.1379 -1.9176 0.5837
O 1.9481 0.6206 -3.2629 -0.2626
O 2.4339 0.9154 -0.8427 -0.2503
N 0.4283 -0.3080 -1.4687 -0.1602
C -0.4337 -1.0418 -2.2320 -0.5266
N -0.0965 -1.7054 -3.3283 0.1690
C -1.0878 -2.3568 -3.9353 -0.0781
C -2.3935 -2.3760 -3.4611 -0.0242
C -2.6367 -1.6912 -2.2847 -0.0951
N -1.6598 -1.0337 -1.6713 0.0340
H 5.5660 -5.0926 -2.7537 0.1496
H 5.5245 -5.1158 -1.0305 0.1482
H 4.3789 -3.4874 -4.0710 0.1359
H 2.9304 -1.4562 -4.0621 0.1288
H 2.8213 -1.5065 0.2333 0.1134
H 4.2649 -3.5390 0.2682 0.1328
H -0.8219 -2.8949 -4.8378 0.1235
H -3.1764 -2.9087 -3.9784 0.1141
H -3.6156 -1.6650 -1.8211 0.1296
O 0.8154 -0.4742 1.3827 -0.0076
C 1.0599 0.7256 1.6781 -0.4416
N 0.1735 1.6456 1.3173 0.0846
C 0.6616 2.9257 1.6615 -0.3655
O 0.1017 3.9652 1.4531 0.1394
C 1.9792 2.6924 2.3500 -0.0798
C 2.8634 3.5863 2.9078 0.0256
C 4.0162 3.0607 3.4922 -0.0355
C 4.2553 1.6913 3.5139 -0.0456
C 3.3524 0.7929 2.9470 0.0069
C 2.2217 1.3241 2.3673 -0.1006
H 2.6715 4.6505 2.8890 0.1303
H 4.7384 3.7297 3.9405 0.1166
H 5.1561 1.3196 3.9833 0.1133
H 3.5341 -0.2736 2.9731 0.1179
```

Properties
Net charge: +2
2S+1: 5
HOMO-LUMO gap (alpha / beta) in eV: 8.3 / 5.1
⟨S²⟩: 6.0437

=====

Q: Look up the net charge of the first one.
A: -1

=====

Q: Which of these has the highest net charge?
A: C35H28F6N7PbSSb